6
Properties=species:S:1:pos:R:3:forces:R:3 method="wB97M-V/def2-TZVPD" smiles=ClC#CBr.F max_force_ev_per_a=3.14 de_lowest_kcal_mol=5.2 total_energy_ha=-3210.775923
Br 0.973556 1.630464 0.845761 0.1 0.0 -0.3
C 0.648998 0.367594 -0.405455 0.8 -2.6 -1.6
F -1.717154 0.021200 1.378709 2.3 1.3 0.3
Cl 0.258148 -1.882128 -2.165028 0.6 0.9 0.9
H -0.855086 0.511423 1.450505 -2.7 -1.4 -0.1
C 0.691538 -0.648553 -1.104493 -1.1 1.8 0.7